Here is C30H39InN5O as an isolated structure in a non-equilibrium geometry from the Open Molecules 2025 dataset. Energies are from wB97M-V/def2-TZVPD.

Geometry as XYZ:
```
76
Properties=species:S:1:pos:R:3:forces:R:3
In -0.914984 -0.080243 0.631812 -0.97 0.71 1.33
N 0.203050 -2.795402 2.704950 2.26 -6.65 -3.10
N 0.263640 -2.029681 -0.948650 -1.35 0.64 -0.25
C 0.775989 2.289333 -0.086680 -0.24 -1.03 1.21
C 1.879465 1.439941 0.238108 -1.08 0.97 0.78
C 1.753257 1.055494 1.595754 -1.29 0.64 -0.69
C 2.647653 0.108802 2.284309 0.37 -0.72 0.69
H 3.386435 -0.375337 1.629877 -0.11 0.29 -0.05
H 2.023961 -0.689881 2.700466 0.56 0.41 -0.41
H 3.202824 0.563723 3.118976 0.02 0.02 -0.06
C 0.515867 1.591754 2.114719 0.85 0.25 -1.42
C -0.067735 1.423455 3.462715 -0.14 0.16 0.92
H 0.278625 2.190997 4.186081 -0.08 -0.17 -0.19
H 0.187349 0.433373 3.869129 -0.15 1.07 -0.19
H -1.169637 1.493539 3.443794 0.29 -0.04 -0.06
C -0.097893 2.350372 1.057785 1.62 -0.44 -0.28
C -1.372298 3.097806 1.172779 -0.31 0.52 0.16
H -2.095917 2.580198 1.817565 0.11 0.03 -0.14
H -1.848858 3.228414 0.194028 -0.01 0.04 0.09
H -1.221575 4.099127 1.607704 -0.10 -0.06 -0.10
C 2.957176 1.005713 -0.684015 0.44 -0.08 -0.29
H 3.874544 1.614309 -0.557087 -0.20 -0.26 -0.21
H 2.634905 1.085702 -1.735501 0.16 0.02 0.26
H 3.235034 -0.048237 -0.508595 -0.03 0.28 -0.10
C 0.512885 2.933186 -1.392221 -0.03 0.34 -0.47
H -0.575058 3.054655 -1.559992 0.48 0.05 -0.07
H 0.918200 2.321000 -2.218505 -0.17 0.37 0.15
H 0.988068 3.937880 -1.425723 -0.29 -0.35 -0.28
C -0.382876 -3.559095 3.645354 -1.27 -0.70 -0.30
H 0.111252 -3.583446 4.604730 0.02 -0.37 -0.01
C -1.629872 -4.068684 3.414954 -0.50 -0.46 0.61
H -2.128319 -4.534012 4.268014 -0.11 -0.22 -0.42
C -2.209870 -3.972742 2.141999 -0.37 -0.21 0.52
H -3.176896 -4.447364 1.972736 0.14 0.35 -0.07
C -1.505561 -3.348540 1.121453 0.41 0.13 -0.34
H -1.974904 -3.190813 0.144257 0.31 -0.38 0.16
C -0.187822 -2.873800 1.352749 -1.99 -0.06 0.88
C 0.590344 -2.156021 0.433713 1.11 0.25 0.43
H 1.613952 -1.894186 0.694839 -0.22 -0.06 -0.13
C -0.202067 -0.818211 -1.371802 1.65 -0.31 -1.04
C 0.249747 -2.934266 -1.993322 0.50 -0.08 1.26
H 0.439939 -3.955358 -1.798617 0.26 -0.76 -0.10
C -0.048064 -2.259122 -3.092284 -0.37 0.90 -1.01
H -0.145741 -2.584231 -4.097659 -0.04 -0.17 -0.58
N -0.288497 -0.930652 -2.720033 -0.21 -0.02 -0.23
C -0.499071 0.187739 -3.612439 0.08 0.11 -0.11
C 0.523237 0.562467 -4.505784 -0.48 0.40 0.12
C 0.316159 1.670152 -5.345075 -0.43 -0.15 0.15
H 1.090871 1.973169 -6.057813 -0.16 -0.16 0.33
C -0.880714 2.393934 -5.310722 -0.13 -0.30 0.23
C -1.130652 3.539710 -6.263526 0.03 0.05 -0.03
H -1.675838 4.354164 -5.761804 0.22 -0.23 -0.19
H -1.734730 3.216824 -7.128975 0.20 0.08 0.29
H -0.175409 3.925916 -6.643959 -0.29 0.01 0.06
C -1.864867 2.019307 -4.388937 0.35 -0.36 -0.02
H -2.807977 2.567988 -4.350724 0.24 -0.07 0.04
C -1.689387 0.928305 -3.524126 0.54 0.06 -0.36
C -2.734285 0.581213 -2.518105 -0.59 0.22 0.03
H -2.856095 -0.503262 -2.407284 0.07 0.28 0.13
H -3.685815 1.009847 -2.859855 0.08 -0.16 0.18
H -2.519949 1.018947 -1.525235 0.01 -0.31 -0.34
C 1.836659 -0.154084 -4.543962 0.50 -0.15 -0.17
H 1.753116 -1.081952 -5.131517 0.14 0.20 0.20
H 2.204492 -0.416186 -3.540532 -0.21 0.05 -0.28
H 2.592785 0.490001 -5.024874 -0.27 -0.31 0.17
C -1.436698 -1.024912 5.269301 -0.52 0.19 0.20
N -0.021508 -1.240161 5.479973 -0.53 -0.33 1.32
C 0.878623 -1.331938 4.512907 -2.36 0.34 -5.66
N 2.108428 -1.775053 4.750465 1.14 -0.67 0.64
O 0.337677 -1.467145 3.172603 2.34 6.27 6.24
H -1.707994 -0.897412 4.218537 0.46 -0.11 0.15
H -1.752246 -0.128240 5.805058 -0.06 0.11 0.06
H -2.010209 -1.871387 5.646036 -0.03 -0.07 -0.02
H 0.274980 -1.535456 6.405600 -0.21 0.01 -0.04
H 2.835931 -1.806911 4.080327 0.05 0.27 -0.84
H 2.430781 -1.974998 5.669775 -0.17 -0.09 0.70
```
Positions in Å, forces in eV/Å.

Summary:
Net charge: -1
Frontier orbital gap in eV: 3.79
Energy in eV: -46407.256
Relative energy (zero: lowest compared OMol25 entry of this formula, charge and spin) in eV: 2.733
F_max in eV Å⁻¹: 9.14

These are the Löwdin partial charges, in e, on atoms 1 to 6: number 1, In, carries 0.8545; number 2, N, carries -0.1016; number 3, N, carries -0.0976; number 4, C, carries -0.2795; number 5, C, carries -0.2723; number 6, C, carries -0.2518